(1)
50
Properties=species:S:1:pos:R:3 method="wB97M-V/def2-TZVPD" e_above_lowest_kcal_mol=97.77 homo_lumo_gap_ha=0.3437 fmax_ev_per_a=9.72 homo_energy_ev=-8.993 lumo_energy_ev=0.4
H 1.351 0.141 3.265
H -0.311 -0.177 2.429
O 0.251 -4.501 -0.337
H 3.439 0.425 -1.744
H 1.213 2.598 -3.615
H 2.434 -2.678 -1.198
O 2.463 -3.081 -0.364
C -1.634 -1.584 -1.687
H 1.512 -3.464 -0.514
H -3.340 0.190 0.616
H -0.427 -3.929 0.098
H -2.218 3.323 -0.784
O 1.286 2.735 -2.699
H 2.201 0.661 -0.771
O -0.848 -0.535 3.127
C -1.977 -1.263 -0.306
H -3.607 2.580 -0.121
H -3.354 0.102 -1.209
H 3.125 -2.180 0.902
H -1.182 1.007 -1.314
H 0.412 -5.306 0.137
H -1.077 -1.234 0.378
H 0.804 -3.010 1.838
H -2.643 -2.013 0.176
O 3.236 -1.547 1.550
H 0.869 5.009 -0.861
H -0.754 2.667 0.782
O 2.493 0.372 -1.647
C -0.711 -0.900 -2.359
H -0.402 0.974 0.862
C -2.687 0.083 -0.291
H -2.002 -2.467 -2.089
H 1.758 1.436 1.697
O 1.471 1.051 3.309
H -0.477 -2.216 2.513
N -1.069 1.717 0.812
H 1.784 1.906 -2.541
H -1.614 0.107 3.213
O 0.321 4.271 -0.818
H 0.535 3.622 -1.521
C -2.818 2.387 -0.900
H 0.780 1.330 4.033
H -0.287 -1.093 -3.334
H 3.970 -1.918 2.024
H -3.287 2.220 -1.703
H -0.090 -0.014 -1.939
O -0.268 -3.027 2.065
H 1.353 2.330 0.559
O 1.911 1.571 0.731
C -1.889 1.323 -0.450

(2)
51
Properties=species:S:1:pos:R:3 method="wB97M-V/def2-TZVPD" e_above_lowest_kcal_mol=114.63 homo_lumo_gap_ha=0.3316 fmax_ev_per_a=5.61 homo_energy_ev=-8.989 lumo_energy_ev=0.0
H 2.044 3.377 1.054
O -2.720 1.158 -3.167
O 2.605 -1.926 2.641
H 1.933 -0.439 -2.257
C 0.955 1.495 1.118
O -1.089 -3.505 1.036
H 2.716 -2.361 -0.305
H 2.359 -1.497 1.791
H 4.352 0.990 -1.352
H 3.804 -0.373 -0.904
O 0.637 -1.408 -0.175
H 1.484 0.688 1.720
H 2.830 1.957 0.186
C 0.945 0.140 -1.969
O 3.736 0.599 -0.798
O -1.095 3.720 1.734
H 3.385 -2.849 -1.507
C 1.852 2.470 0.374
H -2.311 2.072 -3.209
O -3.225 -2.552 -0.201
C -1.209 0.178 0.918
H -1.576 2.860 1.718
N -0.006 0.729 0.254
H -1.259 0.261 2.056
H -0.358 2.429 -1.169
H -3.700 -3.263 -0.710
H 1.520 2.781 -0.572
H 0.238 -0.061 -2.784
O -0.494 3.305 -1.659
C -2.411 0.842 0.340
H -0.734 -4.385 1.140
H 1.250 1.271 -2.090
H -2.270 1.966 0.363
H -3.442 0.717 0.799
H -1.325 -0.962 0.771
H 3.121 -2.674 2.387
H -0.526 3.905 -0.862
H -2.787 -3.082 0.544
H -1.962 0.663 -2.852
H -1.948 -1.546 -2.860
H -1.029 4.306 2.560
O 3.590 -2.511 -0.649
O -0.903 -1.876 3.315
H -1.376 -2.496 2.730
H -0.444 -2.943 0.614
O -1.390 -1.124 -2.140
H -2.516 0.540 -0.664
H -1.951 -1.473 -1.445
H 0.207 2.081 1.756
C 0.524 -0.252 -0.665
H -0.032 -1.941 3.045

(3)
54
Properties=species:S:1:pos:R:3 method="wB97M-V/def2-TZVPD" e_above_lowest_kcal_mol=147.25 homo_lumo_gap_ha=0.3504 fmax_ev_per_a=9.42 homo_energy_ev=-9.535 lumo_energy_ev=0.0
H -0.335 3.520 1.335
H 2.109 -0.173 -0.830
H -1.859 -3.768 2.122
O 0.041 3.634 -1.786
H -2.653 -0.282 -0.917
H -1.863 -1.609 -1.535
H -3.026 -3.515 0.205
C -0.346 -0.164 -0.543
H 0.142 0.183 3.482
C 2.857 -1.649 0.588
H -1.750 3.224 1.109
H 0.496 -2.017 0.148
H -1.223 1.819 -2.791
H -1.585 -4.017 0.083
H 0.531 -3.359 -2.668
H 0.277 3.678 -0.791
H 0.149 -1.120 1.410
O -0.036 1.093 3.019
H -1.546 1.996 3.671
H 3.260 2.509 1.083
H 0.121 -0.035 -1.488
C -1.686 -0.866 -0.660
H 3.230 -1.781 1.620
O -2.418 2.165 3.298
H 1.515 1.215 1.186
H 2.906 2.261 -2.447
O -2.453 -4.215 0.568
H 1.368 0.268 -3.047
H -2.812 1.278 3.390
H -0.597 0.850 -0.100
O -1.264 -3.252 2.768
C 2.018 -0.462 0.215
O 3.151 -2.472 -0.235
C 0.533 -0.953 0.374
O 1.289 -0.529 -3.729
O -3.147 -0.783 2.711
O -0.398 -2.947 -2.852
O -1.692 1.403 -3.442
H 1.636 -0.040 -4.459
H -0.625 0.804 2.319
H -0.019 -2.310 -3.492
H 3.614 1.595 -0.487
H -2.191 -1.457 0.202
C 3.497 1.487 0.609
O 1.969 1.830 -2.407
H -1.320 0.587 -3.601
H 1.498 2.581 -2.263
N 2.322 0.616 1.099
H -0.377 -3.386 2.513
H 4.419 1.038 1.095
H -0.681 4.197 -1.738
O -1.113 3.826 0.807
H -3.403 -1.372 3.276
H -2.532 -1.125 2.003

(4)
54
Properties=species:S:1:pos:R:3 method="wB97M-V/def2-TZVPD" e_above_lowest_kcal_mol=100.84 homo_lumo_gap_ha=0.3769 fmax_ev_per_a=3.60 homo_energy_ev=-10.085 lumo_energy_ev=0.2
H -1.451 1.693 2.521
C -0.259 -2.808 2.538
H -1.800 1.987 -0.562
H 3.314 0.650 1.822
C -2.858 0.117 0.330
H 2.351 0.521 -1.570
H 0.569 1.476 0.461
H -3.017 -2.661 0.876
H 1.440 1.907 -2.962
C -0.993 -1.440 0.453
H 1.058 2.247 2.478
O -0.040 -1.697 -0.256
H -2.679 0.226 1.409
O 1.775 -1.512 -1.857
C -1.038 -1.612 1.908
N -2.213 -1.055 -0.197
H -0.708 4.276 -2.193
C -2.141 -1.204 -1.701
O -0.444 3.596 -1.559
H -4.486 -2.378 1.075
H 1.637 -2.409 -1.538
H 0.541 -3.209 1.853
H -0.608 -0.624 2.328
O 2.050 1.253 -1.015
H -2.787 2.362 0.776
H -3.931 0.045 0.238
H -2.028 -1.697 2.396
H -0.490 2.700 0.752
H -1.789 -2.231 -1.825
H 3.433 -1.553 -0.424
O 3.080 -0.151 1.324
H -1.083 -3.441 2.903
H -1.342 -0.606 -2.133
H 0.794 2.538 3.922
O 1.094 2.133 -3.825
O 0.091 2.016 1.088
O 2.044 -0.603 -4.263
H -2.302 1.289 3.837
H 2.439 1.012 -0.157
H 1.080 1.338 -4.387
O -3.851 -3.101 1.106
H 0.431 3.447 -1.946
H 3.907 -0.630 1.500
C -2.702 1.635 -0.051
H 1.302 -0.880 -3.722
O 4.363 -1.545 -0.177
O -1.778 1.954 3.389
H 4.867 -1.184 -0.911
H 1.088 -1.019 -1.348
O 1.516 2.255 3.347
H 0.192 -2.556 3.491
H -3.476 1.788 -0.788
H 2.826 -0.975 -3.841
H -3.064 -0.980 -2.213

(5)
54
Properties=species:S:1:pos:R:3 method="wB97M-V/def2-TZVPD" e_above_lowest_kcal_mol=42.51 homo_lumo_gap_ha=0.3317 fmax_ev_per_a=1.28 homo_energy_ev=-8.775 lumo_energy_ev=0.3
H -2.534 -0.297 -0.239
O -2.828 2.231 -1.892
O 1.254 2.080 -3.012
H 3.044 -0.147 1.496
H -3.556 2.081 -1.284
H 0.805 1.241 2.717
H -1.804 2.100 1.623
C 2.301 0.605 1.273
C 2.999 1.543 0.271
C -1.187 0.103 1.445
C -2.392 -0.587 0.809
H -1.643 -1.287 -3.003
H -0.407 0.005 -0.577
H 1.247 -0.479 3.911
H 2.316 2.101 -0.371
H -0.058 1.500 0.242
O 2.083 -3.779 0.556
H 0.122 3.321 -1.900
O -2.263 -1.987 -2.723
H -0.405 -3.512 1.962
H -3.157 -1.638 -2.783
H -3.283 -0.436 1.423
O -0.534 3.655 -1.259
H -1.800 1.128 -2.843
H 3.675 1.031 -0.419
O 1.919 -0.443 -2.264
H -0.156 -0.319 4.483
H 2.373 0.819 3.424
H -2.296 -1.659 0.656
H -1.581 0.448 -4.167
H -1.112 -4.066 -2.122
O -1.245 0.435 -3.260
O 0.531 -0.974 4.331
O -0.457 -2.940 1.187
H -2.067 2.640 -1.442
H 1.261 -1.115 0.732
H 2.187 -3.685 -0.394
H 1.237 -3.322 0.756
C -0.110 0.419 0.389
C 1.884 1.292 2.574
N 1.220 -0.125 0.580
H -2.146 1.122 2.971
H 3.670 2.136 0.902
H 1.856 -0.228 -1.312
H -0.543 -3.572 0.452
O -1.370 -4.065 -1.197
N -1.531 1.314 2.194
H 2.061 2.367 2.626
H -0.734 -0.577 2.164
H -1.518 -3.134 -0.999
H 0.599 1.564 -3.502
H -0.062 3.772 -0.422
H 2.811 -0.239 -2.556
H 1.322 1.560 -2.205

(6)
55
Properties=species:S:1:pos:R:3 method="wB97M-V/def2-TZVPD" e_above_lowest_kcal_mol=68.35 homo_lumo_gap_ha=0.2944 fmax_ev_per_a=2.54 homo_energy_ev=-8.229 lumo_energy_ev=-0.2
O 4.402 1.888 -0.810
H 0.948 2.646 2.975
H -2.113 -3.167 0.000
H 1.101 1.836 1.715
H -0.655 2.372 -2.506
O 0.217 -3.510 2.569
H 0.146 -4.446 2.327
O 1.536 -2.152 -0.491
H 2.818 3.434 -0.267
O 0.323 2.337 -2.366
C -2.954 -0.411 1.222
H 1.838 -2.867 -1.057
H -3.290 -0.521 -3.376
O -2.350 2.199 -2.442
H 1.849 -1.951 2.233
H 0.317 2.396 -1.399
H 0.455 -1.072 -1.483
H 2.806 1.364 -3.990
H 3.984 0.984 2.356
C -2.824 -1.176 -2.648
H -2.491 -2.108 3.248
O 0.493 1.979 2.451
H -3.885 0.136 -1.234
C -4.075 0.264 1.412
H -0.277 3.416 0.403
H 0.548 -3.243 1.696
H 2.818 -2.192 3.383
O 0.333 -0.627 -2.335
O 3.141 0.616 -3.476
H -1.737 -1.038 -2.701
O -0.797 2.607 0.425
H -0.814 2.308 1.360
H 2.289 0.162 -3.363
O 2.788 -1.977 2.445
O -2.552 -2.963 2.824
H 0.199 0.333 -2.280
O 3.231 0.627 1.879
O 2.180 3.145 0.397
H 4.258 1.039 -0.388
H 3.196 -0.344 1.995
H 4.046 1.896 -1.708
C -1.629 -2.196 0.036
H 2.459 2.224 0.488
H -0.899 -2.002 0.817
H 2.244 -1.789 0.046
H -4.841 0.502 0.687
H -0.997 -2.060 -0.849
H -4.209 0.874 2.308
H -1.728 -3.468 2.849
H -2.119 -0.492 1.900
H -2.999 -2.244 -2.759
C -2.631 -1.050 -0.098
C -3.140 -0.656 -1.265
H -2.516 1.795 -1.583
H -2.779 3.046 -2.572

(7)
57
Properties=species:S:1:pos:R:3 method="wB97M-V/def2-TZVPD" e_above_lowest_kcal_mol=46.78 homo_lumo_gap_ha="0.3882 / 0.2473" fmax_ev_per_a=3.68 spin_multiplicity=2 homo_energy_ev="-13.833 / -13.834" total_charge=+1 lumo_energy_ev="-3.3 / -7.1"
O -1.136 -1.594 2.867
C -0.464 -0.385 -0.524
H 1.639 -0.926 4.052
C -1.191 1.928 -0.952
H -1.572 1.362 4.278
H -0.309 -1.742 3.385
O 1.518 1.841 3.659
O 1.472 3.197 -2.720
O -3.907 -0.160 0.275
H -3.684 0.402 -0.478
O 1.365 -1.854 4.041
C 1.756 -2.870 -1.924
H -1.242 -2.291 1.114
H 1.757 0.976 -0.137
H 0.657 3.434 0.916
O 0.337 2.829 1.622
H -1.201 1.718 -2.022
H -1.291 -0.645 3.066
H 2.417 2.009 3.347
H -3.442 0.293 0.991
H 2.628 0.331 -1.381
O -2.202 -0.235 -4.137
H -2.906 -0.730 -3.685
C 0.779 -0.884 -0.775
H -3.487 -1.655 -1.142
H 1.804 4.608 -0.676
H -0.171 0.974 3.677
H -1.253 -1.148 -0.500
N 1.040 -2.238 -0.813
H 2.031 -2.413 3.595
H 3.333 -2.620 1.623
O -1.393 -3.048 0.510
O -0.170 1.479 -4.053
H 1.865 -3.180 1.839
H -1.399 2.949 -0.643
C -0.848 0.942 -0.115
H 2.554 -0.451 0.285
H -1.036 1.446 -4.481
H -2.070 -3.595 0.928
H 1.013 2.325 2.908
H 0.812 2.512 -2.964
H -0.716 1.205 0.940
H 1.162 -3.090 -2.821
H 2.178 -3.811 -1.491
H -2.454 -2.696 -1.369
C 1.997 -0.008 -0.535
O 2.774 -3.176 2.170
H 2.329 2.768 -2.651
H 2.645 -2.255 -2.161
O -1.127 1.032 3.491
H 0.477 4.118 -1.118
O -3.091 -2.169 -1.872
H 0.427 1.005 -4.646
H -1.448 -0.527 -3.610
H 0.170 -2.730 -0.597
H -0.606 2.813 1.812
O 0.880 4.629 -0.402

(8)
56
Properties=species:S:1:pos:R:3 method="wB97M-V/def2-TZVPD" e_above_lowest_kcal_mol=87.05 homo_lumo_gap_ha=0.3658 fmax_ev_per_a=8.54 homo_energy_ev=-12.346 total_charge=+1 lumo_energy_ev=-2.4
H -5.669 -0.417 -0.648
O -1.709 2.500 0.483
H -0.566 0.709 1.669
H -2.336 3.311 0.572
C 3.350 1.351 0.998
O -0.016 -0.714 -4.768
H 1.126 1.782 1.343
H 1.786 -0.357 0.275
H 0.191 2.177 -1.959
H 3.075 3.432 -1.422
H 3.903 2.217 1.505
O -1.083 1.249 -2.865
O -3.175 -1.179 2.103
H 0.694 -1.121 -5.266
H 4.480 2.511 -2.016
H -0.333 -1.070 -0.607
H 1.353 2.790 -0.982
H -0.951 0.333 -0.730
O -2.761 1.231 2.594
H 4.576 3.129 -0.357
H -3.463 -2.331 -1.105
C 1.867 1.034 1.658
H 2.023 1.167 2.792
O 2.509 -1.654 -1.293
H -5.269 0.186 0.549
H -0.503 -0.080 -5.406
H -0.242 -4.985 0.858
O 0.399 2.259 -0.989
H 4.012 0.561 1.103
H -1.799 -5.203 0.947
H 3.187 -2.295 -1.021
H -3.163 -1.130 3.095
H -2.668 -3.240 -0.187
C 3.186 1.463 -0.550
H 1.216 -3.782 2.133
N -0.929 -0.451 -0.016
H -0.899 2.763 0.158
O -2.537 -2.427 -0.834
H 2.582 -1.648 -2.237
H -2.715 -0.363 1.911
H -0.040 -2.794 2.165
O -4.890 -0.168 -0.128
O -1.075 -4.552 1.127
C 3.793 2.647 -1.076
H 2.166 1.400 -0.907
H -3.201 1.607 3.279
H -0.607 -1.036 2.085
H 1.650 -1.106 2.018
C -0.203 -0.271 1.346
H -1.887 1.362 -3.366
H -1.801 -0.846 0.234
H 3.877 0.722 -0.956
H -0.597 0.467 -3.126
O 1.008 -2.851 2.307
C 1.286 -0.254 1.315
H -2.205 1.965 2.194

(9)
58
Properties=species:S:1:pos:R:3 method="wB97M-V/def2-TZVPD" e_above_lowest_kcal_mol=180.03 homo_lumo_gap_ha=0.3274 fmax_ev_per_a=10.28 homo_energy_ev=-6.166 total_charge=-1 lumo_energy_ev=2.7
H 2.843 -1.729 0.201
H -0.263 -1.948 -2.168
H -1.253 4.235 0.386
O 0.502 1.288 -0.633
H 1.486 -2.618 1.596
H 0.590 1.719 2.546
H 0.257 -2.293 2.892
H 1.397 0.203 -3.492
H 1.747 -0.189 1.714
H 4.377 1.036 -1.338
N -0.854 -0.593 1.786
H -1.619 2.615 -3.004
H -0.429 0.175 1.385
O -0.769 3.120 -3.069
H -3.068 -0.030 -1.672
H 3.761 -1.299 -1.006
H -0.892 -3.636 -2.124
H 0.215 -0.530 3.485
H -2.912 1.817 3.486
O 3.479 -1.980 -0.435
H -1.359 -0.204 -1.550
O 2.621 1.892 2.788
H -2.910 -2.461 0.006
H -2.959 -0.731 0.464
H -1.335 -2.595 1.291
C -0.959 -2.678 -2.513
O 1.207 -0.437 -2.787
O 0.090 2.519 2.890
H 2.384 -3.710 1.099
C -2.352 -0.749 -1.474
O 1.511 -3.517 1.619
H -3.014 1.724 -1.378
O 3.623 0.572 -1.583
H -0.762 -2.759 -3.660
C -2.465 -1.426 -0.070
H -1.891 2.823 -0.960
H 1.326 0.999 -0.149
H 2.546 1.475 1.861
H -0.340 -1.870 0.071
H 3.140 0.545 -0.659
H -0.427 2.812 -2.233
H -2.681 2.289 2.195
H 2.492 1.280 3.500
H -3.009 -2.516 -2.522
C -2.224 -1.890 -2.555
H 0.696 0.873 -1.435
O -1.592 3.498 0.627
O 2.583 0.410 0.756
H 3.449 -0.019 0.972
H 0.769 3.103 2.905
H -2.211 -1.555 -3.632
O -2.478 2.328 -1.596
O 1.435 -0.992 2.319
H -1.117 2.840 1.129
H 2.146 -0.459 -2.309
C -1.205 -1.595 0.716
O -3.422 1.990 2.647
C 0.103 -1.176 2.680

Copy entry 4 word for word.
54
Properties=species:S:1:pos:R:3 method="wB97M-V/def2-TZVPD" e_above_lowest_kcal_mol=100.84 homo_lumo_gap_ha=0.3769 fmax_ev_per_a=3.60 homo_energy_ev=-10.085 lumo_energy_ev=0.2
H -1.451 1.693 2.521
C -0.259 -2.808 2.538
H -1.800 1.987 -0.562
H 3.314 0.650 1.822
C -2.858 0.117 0.330
H 2.351 0.521 -1.570
H 0.569 1.476 0.461
H -3.017 -2.661 0.876
H 1.440 1.907 -2.962
C -0.993 -1.440 0.453
H 1.058 2.247 2.478
O -0.040 -1.697 -0.256
H -2.679 0.226 1.409
O 1.775 -1.512 -1.857
C -1.038 -1.612 1.908
N -2.213 -1.055 -0.197
H -0.708 4.276 -2.193
C -2.141 -1.204 -1.701
O -0.444 3.596 -1.559
H -4.486 -2.378 1.075
H 1.637 -2.409 -1.538
H 0.541 -3.209 1.853
H -0.608 -0.624 2.328
O 2.050 1.253 -1.015
H -2.787 2.362 0.776
H -3.931 0.045 0.238
H -2.028 -1.697 2.396
H -0.490 2.700 0.752
H -1.789 -2.231 -1.825
H 3.433 -1.553 -0.424
O 3.080 -0.151 1.324
H -1.083 -3.441 2.903
H -1.342 -0.606 -2.133
H 0.794 2.538 3.922
O 1.094 2.133 -3.825
O 0.091 2.016 1.088
O 2.044 -0.603 -4.263
H -2.302 1.289 3.837
H 2.439 1.012 -0.157
H 1.080 1.338 -4.387
O -3.851 -3.101 1.106
H 0.431 3.447 -1.946
H 3.907 -0.630 1.500
C -2.702 1.635 -0.051
H 1.302 -0.880 -3.722
O 4.363 -1.545 -0.177
O -1.778 1.954 3.389
H 4.867 -1.184 -0.911
H 1.088 -1.019 -1.348
O 1.516 2.255 3.347
H 0.192 -2.556 3.491
H -3.476 1.788 -0.788
H 2.826 -0.975 -3.841
H -3.064 -0.980 -2.213